1.
{
  "formula": "C8H12O",
  "method": "ωB97M-V/def2-TZVPD",
  "lumo_energy_ev": [0.75, 0.43],
  "total_charge": 0,
  "orbital_gap_ha": [0.275, 0.252],
  "e_homo_ev": [-6.7, -6.4],
  "fmax_ev_per_a": 1.8,
  "species": ["C", "C", "C", "C", "C", "C", "C", "C", "O", "H", "H", "H", "H", "H", "H", "H", "H", "H", "H", "H", "H"],
  "positions_angstrom": [[0.37745, -1.33348, 0.67606], [0.83321, 0.04290, 0.89687], [-1.05847, -1.61602, 0.84734], [-1.31805, 2.35051, 0.54450], [0.82156, -0.16797, -1.41368], [0.30662, 0.67804, -0.47805], [-0.84784, 1.42196, -0.53163], [1.55488, -0.52510, -2.43484], [1.20643, -2.40840, 0.72275], [2.11129, -2.12989, 0.53028], [0.36046, 0.55791, 1.73279], [1.91672, 0.13216, 0.96231], [-1.36117, 1.47625, -1.48320], [-1.38426, -1.46460, 1.88039], [-1.31347, -2.62432, 0.52759], [-1.60089, -0.82972, 0.27396], [1.38171, -1.45501, -2.97003], [2.38435, 0.07884, -2.79224], [-1.10151, 1.98256, 1.55399], [-0.87010, 3.34959, 0.47121], [-2.39894, 2.48379, 0.48361]],
  "atomic_forces_ev_per_a": [[0.05, -0.31, -0.53], [-0.10, 1.02, -0.91], [-0.19, 0.38, -0.32], [-0.16, -0.08, 0.18], [-0.32, -0.69, -0.70], [-0.51, -0.05, 1.70], [1.00, 0.09, -0.08], [0.11, -0.09, 0.17], [-0.11, 0.30, 0.13], [-0.07, 0.03, 0.00], [0.07, -0.10, 0.18], [0.03, 0.00, 0.07], [0.03, -0.01, -0.08], [0.09, -0.12, 0.15], [-0.06, 0.08, -0.05], [0.10, -0.48, 0.09], [0.10, -0.10, 0.21], [-0.08, 0.19, -0.12], [0.04, 0.01, -0.08], [-0.01, -0.12, -0.02], [-0.02, 0.03, 0.01]]
}

=====

2.
{
  "formula": "C2H26N2O11",
  "method": "ωB97M-V/def2-TZVPD",
  "lumo_energy_ev": 0.23,
  "total_charge": 0,
  "orbital_gap_ha": 0.355,
  "e_homo_ev": -9.4,
  "fmax_ev_per_a": 1.4,
  "species": ["C", "N", "C", "N", "O", "H", "H", "H", "H", "H", "H", "H", "H", "O", "H", "H", "O", "H", "H", "O", "H", "H", "O", "H", "H", "O", "H", "H", "O", "H", "H", "O", "H", "H", "O", "H", "H", "O", "H", "H", "O"],
  "positions_angstrom": [[2.55351, -1.44227, 2.33332], [1.60392, -0.87504, 1.34631], [0.89390, 0.28363, 1.55600], [-0.23984, 0.47901, 0.81306], [1.26449, 1.11695, 2.37524], [3.55324, -1.66226, 1.91745], [2.02003, -2.35012, 2.66291], [2.68861, -0.69281, 3.11118], [1.12919, -1.62028, 0.83676], [-0.28343, 0.03139, -0.08544], [-0.52571, 1.46762, 0.83134], [-0.14952, 1.46573, -1.81340], [-1.47438, 1.65328, -1.18747], [-1.02736, 1.00381, -1.78484], [-1.92964, 0.85956, 2.21421], [-3.02123, 1.45270, 3.11712], [-2.48097, 1.64678, 2.34522], [1.77515, 0.88891, -1.98815], [2.18005, 2.19641, -1.33557], [1.48997, 1.82977, -1.92261], [-2.63215, -1.63241, -1.06345], [-3.57685, -2.92756, -0.90907], [-3.33427, -2.07571, -0.54448], [3.04888, -0.56371, -1.19426], [1.94577, -1.19357, -1.96433], [2.70667, -0.60860, -2.09767], [1.78270, 3.37475, 0.47435], [2.92539, 2.37565, 0.91957], [2.65657, 3.03214, 0.27392], [-2.18503, 2.65385, 0.88673], [-1.85266, 3.74076, -0.21938], [-1.57733, 2.90132, 0.15859], [-1.26447, -1.63563, 1.74108], [-1.83013, -2.22876, 0.36323], [-1.03534, -2.02305, 0.89620], [-0.04112, -2.39697, -1.91963], [0.36196, -3.49752, -0.98497], [0.49294, -2.55244, -1.12752], [-1.84349, -0.26972, -2.51512], [-2.57621, -1.06397, -3.69477], [-2.19182, -1.14165, -2.82165]],
  "atomic_forces_ev_per_a": [[-0.91, 0.52, -0.49], [0.29, -0.76, -0.63], [0.74, -0.07, 0.42], [0.22, 0.88, 0.64], [0.15, 0.22, 0.29], [-0.60, -0.05, -0.06], [0.88, 0.22, 0.46], [-0.13, -0.27, 0.24], [-0.19, 0.65, -0.05], [-0.30, -0.07, -0.04], [0.64, -0.80, -0.36], [0.11, -0.51, -0.43], [-0.12, -0.71, -0.40], [-0.24, 1.22, 0.47], [0.08, 0.14, -0.14], [-0.05, 0.16, -0.06], [-0.12, -0.34, 0.24], [0.04, 0.53, -0.37], [-0.50, 0.29, 0.05], [0.45, -0.48, 0.04], [-1.05, -0.66, -0.72], [0.29, 0.11, -0.53], [0.22, 0.41, 0.97], [0.19, 0.03, -0.05], [0.06, -0.31, -0.13], [-0.25, -0.23, 0.44], [-0.06, -0.36, 0.50], [-0.57, 0.02, 0.48], [0.66, 0.34, -0.76], [0.07, 0.30, -0.13], [-0.10, 0.03, 0.17], [-0.27, 0.13, -0.07], [-0.56, -0.01, -0.13], [-0.08, 0.18, 1.01], [0.35, -0.91, 0.00], [-0.12, 0.26, 0.03], [0.17, 0.08, 0.26], [0.12, -0.26, -0.94], [0.03, -0.01, -0.53], [-0.01, 0.26, -0.01], [0.50, -0.18, 0.32]]
}

=====

3.
{
  "formula": "H18NO7",
  "method": "ωB97M-V/def2-TZVPD",
  "lumo_energy_ev": -3.35,
  "total_charge": 1,
  "orbital_gap_ha": 0.407,
  "e_homo_ev": -14.4,
  "fmax_ev_per_a": 5.6,
  "species": ["N", "H", "H", "H", "H", "O", "H", "H", "O", "H", "H", "O", "H", "H", "O", "H", "H", "O", "H", "H", "O", "H", "H", "O", "H", "H"],
  "positions_angstrom": [[0.05733, -0.48571, -0.49164], [0.61558, -0.31761, -1.37986], [-0.15056, 0.33759, 0.07823], [0.53243, -1.20524, -0.05701], [-0.87035, -0.97343, -0.75764], [-0.46784, 2.53141, 2.05619], [0.44715, 2.81525, 1.63545], [-0.99549, 2.40136, 1.29388], [-1.50050, 2.72099, -0.00055], [-0.88395, 3.35039, -0.44585], [-1.91692, 2.32117, -0.84820], [-0.29603, -3.37513, -1.51815], [0.54774, -3.86377, -1.10901], [-0.48808, -3.68948, -2.43838], [1.73409, 1.67389, -1.62968], [2.59859, 1.68689, -2.29100], [1.75210, 2.61788, -1.33591], [0.50405, -0.13424, 2.05606], [-0.07824, -0.49149, 2.77567], [0.02710, 0.77627, 2.03168], [2.85877, -2.02417, 0.10047], [2.53368, -2.96760, 0.18400], [3.14425, -2.03457, 1.02534], [-2.89402, -0.68088, 0.46922], [-3.72732, -1.21897, 0.25552], [-3.08357, 0.22919, 0.34116]],
  "atomic_forces_ev_per_a": [[-2.65, 0.06, -4.18], [-0.95, 0.45, 1.36], [0.63, -0.48, -0.09], [1.69, -1.41, 2.15], [1.41, 1.09, 0.43], [4.84, 0.50, 1.35], [-2.68, -0.73, 1.65], [-1.07, -0.08, -0.78], [-1.20, -0.23, -5.48], [-0.55, -0.28, 0.83], [0.57, 0.79, 2.12], [2.27, -1.18, 0.67], [-3.02, 1.30, -2.03], [0.74, 0.02, 1.36], [3.37, 1.32, -2.28], [-3.32, -0.27, 2.50], [-0.07, -1.09, -0.25], [-2.36, 1.35, 1.25], [1.03, -0.15, -0.73], [1.37, -1.03, 0.22], [-0.94, -2.34, 0.98], [0.35, 1.20, -1.08], [0.43, 1.15, 0.10], [-0.89, -2.56, -0.47], [1.77, 1.45, 0.48], [-0.79, 1.16, -0.08]]
}

=====

4.
{
  "formula": "C3H3ClN2O2S2",
  "method": "ωB97M-V/def2-TZVPD",
  "lumo_energy_ev": -0.50,
  "total_charge": 0,
  "orbital_gap_ha": 0.347,
  "e_homo_ev": -9.9,
  "fmax_ev_per_a": 3.5,
  "species": ["C", "C", "C", "N", "N", "O", "O", "S", "S", "Cl", "H", "H", "H"],
  "positions_angstrom": [[-0.80977, 0.52623, -2.40813], [0.79190, 0.44789, -0.91405], [-0.36249, 0.64945, -0.04592], [0.46347, 0.45238, -2.19190], [0.14940, -1.41818, 1.33631], [0.83312, 0.85512, 2.20835], [-1.48879, 0.02040, 2.44343], [-1.80136, 0.67881, -1.03989], [-0.27992, 0.15075, 1.66752], [2.46075, 0.29885, -0.60376], [-1.27354, 0.51337, -3.36757], [0.30534, -1.87841, 2.17968], [1.01189, -1.29664, 0.73594]],
  "atomic_forces_ev_per_a": [[-0.40, 0.20, 0.48], [-2.73, 1.20, 1.65], [1.29, -0.82, -1.02], [0.17, -0.36, -1.72], [0.77, 1.64, -2.94], [0.26, 0.67, 0.18], [0.28, 0.84, -1.09], [1.17, -0.15, 1.03], [-0.33, -1.22, 0.41], [-0.05, -0.03, 0.67], [0.00, 0.09, -0.61], [0.55, -1.13, 1.73], [-0.99, -0.94, 1.22]]
}

=====

ΔE to the lowest compared entry with this formula, charge and spin (kJ/mol)
438.33 0.00 382.71 0.00